Computed, not measured: a cluster of 8 separate species, C26H70ClN8O15 in total, with wB97M-V/def2-TZVPD.

Values from the calculation:
Net charge: -1
Orbital gap, eV: 8.72
Spin multiplicity: 1
ΔE to the lowest compared entry with this formula, charge and spin, kcal/mol: 2.55
LUMO level, eV: 2.208

Atoms and positions in Å:
Cl1 0.034 0.153 0.667
O1 0.289 0.736 -0.660
O2 -1.221 -0.499 0.692
O3 1.058 -0.868 0.929
O4 0.026 1.230 1.674
C1 -1.901 6.436 -2.744
O5 -2.102 6.961 -4.079
C2 -2.401 8.277 -4.151
C3 -2.516 8.879 -5.580
N1 -1.408 8.450 -6.391
C4 -1.563 8.806 -7.745
C5 -0.350 8.258 -8.616
O6 0.689 9.203 -8.506
C6 1.805 8.775 -9.312
H1 -2.707 6.903 -2.180
H2 -1.030 6.826 -2.218
H3 -2.014 5.352 -2.766
H4 -1.897 8.957 -3.464
H5 -3.385 8.354 -3.688
H6 -2.569 9.961 -5.452
H7 -3.528 8.677 -5.931
H8 -1.432 7.445 -6.294
H9 -1.594 9.889 -7.863
H10 -2.457 8.298 -8.106
H11 -0.624 8.108 -9.660
H12 0.011 7.290 -8.269
H13 1.389 8.625 -10.309
H14 2.333 7.849 -9.083
H15 2.496 9.610 -9.428
C7 2.283 5.922 8.567
O7 1.442 6.519 7.599
C8 0.351 5.710 7.173
C9 -0.432 6.238 5.908
N2 -0.760 7.691 5.916
C10 -1.265 8.194 4.627
C11 -1.186 9.715 4.532
O8 0.137 10.127 4.313
C12 0.358 11.417 4.806
H16 2.560 4.910 8.274
H17 1.890 5.854 9.582
H18 3.279 6.341 8.714
H19 -0.342 5.586 8.005
H20 0.641 4.750 6.744
H21 -1.356 5.686 5.737
H22 0.232 6.112 5.052
H23 0.158 8.112 5.934
H24 -2.285 7.826 4.512
H25 -0.799 7.697 3.776
H26 -1.631 10.106 5.447
H27 -1.736 10.074 3.662
H28 -0.280 12.005 4.145
H29 1.421 11.655 4.810
H30 0.095 11.517 5.859
C13 5.879 -8.406 -4.093
O9 4.720 -7.620 -4.002
C14 4.629 -6.423 -4.784
C15 3.154 -5.954 -4.694
N3 2.749 -5.748 -3.342
C16 1.358 -5.200 -3.225
C17 0.193 -6.171 -3.699
O10 -0.573 -6.599 -2.612
C18 -1.541 -7.629 -2.838
H31 5.754 -9.489 -4.097
H32 6.653 -8.135 -3.375
H33 6.305 -8.313 -5.091
H34 4.964 -6.622 -5.801
H35 5.282 -5.715 -4.274
H36 2.463 -6.646 -5.175
H37 3.002 -5.073 -5.317
H38 3.396 -5.156 -2.841
H39 1.275 -4.207 -3.668
H40 1.085 -4.896 -2.215
H41 0.597 -7.008 -4.268
H42 -0.441 -5.684 -4.440
H43 -1.336 -8.581 -2.347
H44 -1.592 -7.803 -3.913
H45 -2.530 -7.260 -2.567
C19 -4.786 -11.535 1.958
O11 -4.116 -10.268 2.071
C20 -4.649 -9.398 3.144
C21 -3.986 -8.042 3.076
N4 -2.578 -8.175 3.588
C22 -1.806 -7.007 3.024
C23 -0.335 -7.237 2.907
O12 0.070 -7.419 4.230
C24 1.397 -7.901 4.317
H46 -5.865 -11.408 1.875
H47 -4.638 -12.132 2.858
H48 -4.431 -12.047 1.063
H49 -4.642 -9.845 4.138
H50 -5.702 -9.138 3.033
H51 -4.564 -7.420 3.759
H52 -4.117 -7.627 2.076
H53 -2.518 -8.144 4.595
H54 -1.790 -6.146 3.692
H55 -2.147 -6.776 2.014
H56 0.029 -6.365 2.363
H57 -0.192 -8.071 2.220
H58 1.673 -8.773 3.724
H59 1.692 -8.152 5.335
H60 2.068 -7.079 4.068
C25 5.896 -1.158 -2.515
O13 6.972 -0.969 -3.032
N5 5.674 -1.803 -1.402
N6 4.772 -0.881 -3.089
H61 4.749 -2.021 -1.058
H62 6.499 -2.237 -1.015
H63 4.773 -0.376 -3.964
H64 3.963 -0.962 -2.490
C26 -1.539 -0.743 6.843
O14 -1.459 -0.612 8.049
N7 -0.687 -1.442 6.165
N8 -2.490 -0.246 6.078
H65 -0.534 -1.462 5.167
H66 -0.076 -1.853 6.856
H67 -3.084 0.404 6.574
H68 -2.264 -0.132 5.101
O15 -2.466 -1.370 -3.625
H69 -2.456 -1.826 -2.783
H70 -1.960 -0.573 -3.472

---

Computed, not measured: the molecule C4H7NO, with wB97M-V/def2-TZVPD.

Values from the calculation:
Orbital gap (spin up / spin down), eV: 8.28 / 8.28
Spin multiplicity: 1
SMILES: CC(C)=CN=O
ΔE to the lowest compared entry with this formula, charge and spin, kcal/mol: 111.42
LUMO level (spin up / spin down), eV: -0.560 / -0.560

Atoms and positions in Å:
C1 0.665 -0.059 -1.350
C2 0.691 0.537 1.111
C3 -0.049 -0.069 -0.042
C4 -1.163 -0.957 0.133
N1 -2.131 -0.362 0.782
O1 -1.938 0.910 0.597
H1 -1.255 -1.953 -0.284
H2 1.745 0.069 -1.257
H3 0.269 0.784 -1.929
H4 0.448 -0.959 -1.932
H5 0.961 1.572 0.891
H6 0.128 0.508 2.040
H7 1.629 -0.021 1.239

---

Computed, not measured: the molecule C5H10OS, with wB97M-V/def2-TZVPD.

Values from the calculation:
Orbital gap, eV: 9.69
Spin multiplicity: 1
SMILES: CSCCCC=O
ΔE to the lowest compared entry with this formula, charge and spin, kcal/mol: 13.95
LUMO level, eV: 0.894

Atoms and positions in Å:
O1 3.369 -1.932 -0.504
C1 2.170 -2.073 -0.425
C2 1.182 -1.029 -0.839
C3 0.584 -0.383 0.417
C4 0.039 1.011 0.188
S1 -1.421 1.025 -0.887
C5 -2.723 1.473 0.336
H1 1.792 -3.014 0.026
H2 0.380 -1.405 -1.476
H3 1.743 -0.308 -1.440
H4 -0.216 -1.021 0.808
H5 1.297 -0.368 1.250
H6 -0.153 1.502 1.140
H7 0.781 1.667 -0.271
H8 -2.964 0.652 0.999
H9 -2.289 2.313 0.877
H10 -3.570 1.889 -0.199

---

Computed, not measured: a cluster of 2 separate species, C3H6F3O in total, with wB97M-V/def2-TZVPD.

Values from the calculation:
Net charge: +1
Orbital gap, eV: 4.57
Spin multiplicity: 1
ΔE to the lowest compared entry with this formula, charge and spin, kcal/mol: 66.05
LUMO level, eV: -8.728

Atoms and positions in Å:
C1 0.029 -0.937 -0.409
C2 0.001 1.299 0.068
C3 4.187 0.009 0.223
O1 0.794 0.199 -0.378
F1 4.952 -0.485 -0.625
F2 3.462 -0.759 0.947
F3 3.751 1.203 0.038
H1 0.354 -1.647 -1.211
H2 0.211 -1.613 0.486
H3 -0.957 -0.530 -0.561
H4 0.648 2.116 0.507
H5 -0.553 1.788 -0.666
H6 -0.597 0.958 0.983